The following is a quantum chemistry calculation of a cluster of 13 separate species, C80H185N11O13 in total at a distorted geometry, from the Open Molecules 2025 dataset.

Geometry as XYZ:
```
289
C80H185N11O13 wB97M-V/def2-TZVPD
O -2.32700 1.96607 3.45690
O -3.62687 -0.56589 -5.28249
O 0.68852 -0.27392 5.94541
O 0.03939 3.61462 8.02831
O 0.67946 0.32099 -4.16068
O 4.49965 -2.90892 2.39901
O -7.10196 2.64354 -0.85500
O -2.73021 -6.91513 1.02064
O -0.65925 -0.37358 0.90503
O -2.73916 4.15743 1.51891
O -4.49106 5.31873 -4.48495
O 6.96815 5.66821 0.72612
O 0.53371 -3.34038 -3.23808
N 1.32515 -1.51072 5.67131
N -4.19998 0.93018 -2.27276
N 1.05435 2.47668 4.71964
N -0.88607 -3.63690 -3.29657
N -3.07923 -6.64505 2.39987
N -0.17322 1.93749 -1.27450
N 5.81933 6.08515 -0.00603
N -1.84725 5.02570 -3.82646
N 4.40747 -3.65416 1.18714
N 1.41690 0.65477 -5.32772
N -2.07396 1.85438 -4.71107
C -3.89479 0.36853 4.19896
C 2.30391 -2.37401 0.52187
C 3.53498 5.56217 -0.47627
C 4.99856 6.44230 -2.22934
C -2.62052 1.46072 -5.99460
C 3.13556 2.19043 -6.13647
C 2.81741 0.02834 -7.22887
C 1.74516 2.76571 -4.18109
C -0.36094 -5.26016 -4.99550
C 3.75150 -4.95041 1.45528
C -4.86557 -5.69293 3.72385
C -5.32132 -7.10049 1.77952
C -3.05887 5.78958 -0.31400
C 3.03595 -4.90436 -0.98061
C -1.56349 -3.13711 -2.06346
C -1.92768 -5.96321 3.05378
C -0.85972 -3.59109 -0.74157
C 3.77193 -3.57909 -1.12529
C 4.75075 5.17231 0.35312
C -5.59101 4.96644 -5.30744
C 3.29795 -2.86775 5.79442
C 3.01947 -0.87456 7.37288
C -0.80949 -0.65955 2.29582
C 7.31760 7.10469 -1.64915
C 0.84016 -1.31363 -6.67621
C -2.45625 -5.41246 -3.66175
C 0.11625 2.83877 6.93337
C -4.77007 1.07381 0.10819
C 1.06632 -3.90961 6.07321
C -2.70013 -0.06397 -6.17374
C 2.46304 1.64336 -4.85991
C 3.65760 -5.74370 0.13263
C -3.09533 -3.46476 -2.10246
C -1.36736 7.09812 -5.16127
C -4.44850 -4.79024 1.36402
C 2.83452 -1.59675 -5.24168
C -3.82249 -4.97096 4.61029
C 0.15216 0.79307 0.86081
C -1.65467 1.97772 -7.08147
C -1.38638 -4.64897 2.50911
C 6.22469 6.02105 -1.44352
C -0.84772 5.46673 0.76776
C -0.97428 -5.08060 -3.59846
C 2.51030 -4.00728 6.46836
C -0.25379 -6.05757 -2.58489
C -4.39903 -6.10044 2.35304
C -5.29956 1.16917 -1.26968
C 1.08067 3.41173 5.90635
C 2.08015 1.94085 -0.34992
C 3.83073 5.47588 -1.97779
C -3.57041 6.12434 -5.15714
C 2.32021 -4.98002 1.97164
C -7.63053 4.00076 -1.02916
C 3.44608 1.14159 -3.82549
C 4.70427 -5.73227 2.38086
C 4.52369 5.35925 1.86920
C -3.23861 -4.97798 -2.40074
C 3.90740 1.07662 -6.88087
C -4.22579 2.77946 4.59329
C -1.35705 -1.63998 -2.04162
C -0.82629 -6.99912 3.27295
C 0.26633 -2.37208 7.87191
C -5.93690 2.53420 -1.68546
C 3.46293 -0.56192 5.03266
C 0.75823 1.14351 -0.49781
C -3.85340 -1.93340 -5.54121
C -3.73443 1.75507 3.64331
C 4.94804 3.64260 0.19992
C 0.66236 4.82978 5.49556
C -2.53878 -5.79791 4.51422
C -2.11093 4.78668 0.34888
C 2.74820 -1.45595 6.01405
C -2.34707 6.31815 -4.30440
C 0.47254 -2.52842 6.34464
C 3.76953 -2.75277 0.20827
C -0.91382 -2.47162 5.61029
C 6.90446 4.73109 -1.83598
C 4.51532 -1.43661 0.07274
C 2.02716 -0.56674 -6.01780
C -0.36417 3.02705 9.22684
H 2.91144 5.77501 -2.41801
H -0.83357 2.73419 6.39474
H -0.60723 -4.27263 3.13336
H 4.82137 -3.70322 -1.37324
H 0.51816 1.81657 7.17851
H 0.21666 -6.88617 -3.08805
H -1.21889 -7.88548 3.73262
H -3.47353 -2.94551 -3.00186
H -1.93440 3.97713 -0.34795
H -4.16218 -4.82925 5.65740
H 3.84406 3.08485 -5.90854
H -4.87163 0.19627 4.41175
H 4.01862 -0.46192 7.55761
H -2.08427 -3.79881 2.44624
H -2.62921 -6.44862 -3.91618
H -5.79180 -5.06395 3.60391
H -3.53821 -4.04991 4.08524
H 2.14048 3.44571 6.20764
H -1.15326 5.10203 -3.07137
H 4.77574 -5.26011 3.36134
H 7.75328 4.46205 -1.21326
H -1.50862 -1.61983 6.03229
H -2.64633 1.58668 -3.92764
H -2.71266 4.52403 -3.35734
H 4.62116 -6.10095 -0.10129
H 1.53280 5.42729 5.14134
H 0.28381 2.15355 9.46031
H 3.65944 4.86868 2.14510
H -6.25873 4.24347 -4.79045
H 4.52694 -0.37786 5.34377
H -1.76839 8.05192 -5.46427
H -1.07662 1.63307 -1.08301
H 4.06932 -0.85131 -0.74700
H -0.18178 4.86345 1.47938
H -4.00309 -5.03831 0.40830
H 5.31821 6.48640 -3.24637
H 3.80300 -1.20135 -4.80728
H 1.50460 -4.95907 1.22236
H 4.22822 -6.74419 2.54280
H 1.59092 -3.21551 0.46811
H -1.42369 2.67079 9.23077
H 7.25373 6.46717 1.15083
H -4.18617 -2.10482 -6.56676
H -1.12286 -3.00906 0.08684
H 5.36187 4.99384 2.44788
H -5.44955 -4.48834 1.35436
H -1.45327 -1.47364 2.40735
H -4.25189 1.92863 2.68473
H -0.18621 0.66665 -4.39120
H 3.17570 -6.70818 0.30733
H 5.91036 3.37148 0.62361
H -6.94161 4.81283 -0.77329
H 4.63910 -0.82934 0.98628
H -3.94109 5.32072 -0.49245
H 2.69546 4.98139 -0.15752
H -2.86955 -7.85307 0.94995
H -0.21210 -6.52131 4.05768
H -1.81544 -1.13287 -1.20458
H -2.77454 -6.80283 4.90451
H -1.67672 -0.43636 -6.10051
H 5.67647 -5.78613 1.91340
H 3.12468 -2.40714 -5.87111
H 2.86083 -1.61273 8.22889
H 2.93550 1.31734 -0.11423
H 7.11063 8.03638 -1.09145
H -0.19449 -7.17916 2.37468
H 2.34007 2.62707 -6.73409
H 2.86637 0.58824 -3.08616
H -0.96894 -4.98524 -5.83299
H 7.45119 7.34157 -2.70927
H -0.30399 -1.43323 -1.83400
H -3.06899 -0.34535 -7.19547
H -0.20111 5.80764 -0.12200
H -5.01362 -7.56196 0.81720
H -2.97109 -5.60585 -1.53981
H -0.22415 3.72832 10.05796
H -1.12045 6.35551 1.33751
H 2.37426 3.65175 -4.07099
H 0.96098 -4.28143 5.05221
H 2.98585 -4.90994 6.16053
H 0.24504 -3.62344 -0.83936
H -4.20921 -5.27003 -2.74377
H -5.23597 3.38407 -1.64568
H 0.98007 0.60611 1.51586
H -0.13046 -6.26423 -5.23560
H -6.22001 5.86100 -5.45239
H 3.05315 -5.42534 -1.92619
H 0.11371 -1.57822 -5.84932
H 1.23989 -2.09851 -7.31727
H 4.35138 -2.89127 6.21466
H 4.64774 0.59529 -6.22226
H -3.93866 -3.97439 1.88550
H 2.05952 -5.90327 2.54276
H 0.62445 -4.77872 -5.01966
H 0.80460 3.05776 -4.58268
H -3.66846 2.85718 5.48814
H -0.79207 -2.28373 4.52538
H -3.80541 0.04900 -2.09469
H 3.29970 -2.88426 -1.87088
H -1.00234 -6.38056 -1.76937
H -5.15149 4.57944 -6.28900
H -3.67178 -0.44138 3.47315
H -1.71418 -5.41959 5.06393
H -5.57681 0.89731 0.91552
H -4.03064 7.13538 -5.33296
H 3.87857 2.04857 -3.28152
H -0.42254 7.21360 -4.64483
H 1.94644 2.74527 0.38926
H -0.15142 5.00991 4.79299
H -3.63471 -3.20884 -1.20156
H -2.21775 2.62623 2.79499
H -1.11146 6.51642 -6.10602
H 7.22645 4.96277 -2.86901
H 4.61651 7.41821 -1.87326
H -0.65444 1.65394 -6.97896
H 0.24562 2.78527 4.13268
H 4.51621 1.32352 -7.75325
H 3.29266 6.58770 -0.14700
H 3.97574 4.42692 -2.29461
H -3.32804 4.78772 1.93806
H 4.28543 0.60230 -4.16955
H 0.96345 0.16975 -0.92223
H -1.66780 3.02656 -6.95417
H 4.63747 3.15692 -0.74624
H 6.22759 3.91216 -1.87380
H -1.18015 0.21825 2.82580
H 4.36267 6.44370 1.98620
H 2.15764 -4.09038 2.57373
H -4.71586 -2.30578 -4.96791
H -4.16065 3.69304 3.99319
H 0.53835 -5.48270 -2.10501
H -5.35328 -7.93385 2.48606
H -4.17873 1.95740 0.46490
H -0.27811 1.75606 1.25712
H 2.23754 -1.83032 1.52845
H -6.38816 2.41988 -2.65865
H 1.99810 -1.68024 -0.34245
H -5.02476 -6.59848 4.25714
H 5.60879 -1.53457 -0.33696
H 0.94005 -2.92208 8.50888
H -0.93751 -4.80196 1.47776
H -1.63608 -1.15881 -3.01591
H -2.79900 6.24313 -1.31709
H 3.59243 -0.84061 4.02204
H -0.01800 1.73504 -2.25911
H -6.18228 0.46345 -1.29251
H -3.21281 0.35744 5.04290
H 2.30419 2.38939 -1.27475
H -2.92843 -2.49207 -5.37519
H -5.26448 2.61456 4.91570
H -8.44044 4.08518 -0.28618
H -2.03903 1.91569 -8.11195
H 8.32424 6.77150 -1.31849
H -4.05466 0.23443 0.20218
H 3.13093 -0.86503 -7.84612
H -1.40485 -3.45451 5.64281
H -8.07666 4.29559 -1.96674
H 2.64990 -3.92052 7.53699
H -6.29818 -6.62456 1.60040
H 4.26937 3.18901 0.99903
H 0.33082 5.40803 6.35429
H 3.33479 -2.98987 4.65360
H 0.26551 -0.57807 -7.34331
H -2.57181 6.86921 -3.37102
H -0.74035 -2.85366 8.07736
H -3.63957 1.89133 -6.20840
H 1.96259 -4.81707 -0.68647
H 0.51670 -4.60434 6.68442
H 1.87210 2.70358 4.13270
H -2.78176 -4.81629 -4.50589
H 0.11852 -0.99811 2.74297
H -2.03053 2.89922 -4.74157
H -4.61374 0.81763 -3.18399
H 0.67158 0.29074 5.20199
H -1.16695 -4.56830 -0.49374
H 1.99515 0.46393 -7.79611
H -3.25071 5.67770 -6.08539
H 0.09874 -1.35991 8.21577
H 2.22081 -1.99726 -4.41725
H 3.05056 0.42202 5.18990
H 2.39545 0.00228 7.59621
H 5.42637 -2.67481 2.49910
H 1.61548 2.43825 -3.15056
H -3.30804 6.55289 0.41799
H 0.48137 -2.43201 -3.41804
```

Calculated values
Total energy (Ha): -4739.06452
HOMO energy (eV): -8.08
Kohn-Sham gap (eV): 8.54